[1]
C19H17Cl2N4RhS | wB97M-V/def2-TZVPD

Computed properties:
E_HOMO = -6.424 eV
Relative energy (zero: lowest compared OMol25 entry of this formula, charge and spin) = 951.7 kJ/mol
Multiplicity = 1

Last column: Mulliken charge in e.
Positions of all 44 atoms, in Å:
Rh 0.091 -0.131 0.435  -0.239
N 1.445 1.301 2.612  -0.861
C 3.266 1.090 0.498  0.597
C 4.608 0.962 0.235  -0.895
C 5.088 1.638 -0.876  -0.501
C 4.209 2.413 -1.620  -0.838
C 2.868 2.522 -1.284  -0.924
C 2.320 1.826 -0.201  0.862
C 0.889 1.909 0.215  1.253
C 0.024 2.793 -0.522  -1.261
C -1.089 3.339 0.024  -0.555
C -1.433 3.060 1.377  -0.609
C -0.662 2.238 2.126  -0.678
C 0.525 1.625 1.585  1.148
H 1.603 -0.556 0.392  0.152
H 3.481 0.782 2.729  0.327
H 5.246 0.337 0.846  0.445
H 6.129 1.554 -1.155  0.402
H 4.577 2.955 -2.481  0.393
H 2.239 3.170 -1.875  0.357
H 0.274 3.032 -1.549  0.387
H -1.724 3.986 -0.567  0.393
H -2.326 3.498 1.803  0.380
H -0.894 2.029 3.162  0.407
N -2.187 -1.843 -1.701  -0.419
C -2.051 -0.527 -1.514  0.592
N -1.706 0.212 -2.580  -0.378
S -2.345 0.189 0.005  -0.369
H -1.699 -2.306 -2.455  0.163
H -2.289 -2.391 -0.860  0.299
H -1.759 -0.163 -3.512  0.199
H -1.684 1.210 -2.452  0.218
Cl 2.562 0.228 1.905  0.276
C 2.939 -3.332 2.346  0.125
C 3.107 -3.695 1.207  -0.359
C 3.351 -4.146 -0.113  -1.074
C 2.417 -4.277 -1.089  -0.182
C 1.063 -3.871 -1.118  0.139
Cl 0.090 -4.393 -2.502  -0.300
C 0.463 -2.965 -0.295  0.404
N -0.053 -2.183 0.417  -0.594
H 2.740 -3.197 3.382  0.450
H 4.352 -4.500 -0.321  0.353
H 2.748 -4.765 -2.001  0.315

=====

[2]
C8H18ClNO | wB97M-V/def2-TZVPD

Computed properties:
E_HOMO = -9.298 eV
Multiplicity = 1

Last column: Mulliken charge in e.
Positions of all 29 atoms, in Å:
C -2.504 -1.286 -2.209  -1.134
C -0.959 -1.033 -2.054  -0.633
C -0.649 0.020 -0.929  0.186
C 0.804 0.551 -1.214  -0.849
C 1.235 1.776 -0.328  -0.644
C 2.459 1.345 0.544  -0.325
Cl 3.912 0.925 -0.493  -0.214
O -0.741 -0.710 0.297  -0.367
C -1.125 0.101 1.405  -0.393
C -0.103 -0.190 2.586  -0.501
N 0.509 -1.526 2.375  -0.622
H -2.670 -1.929 -3.091  0.356
H -3.046 -0.320 -2.261  0.298
H -2.833 -1.772 -1.267  0.242
H -0.446 -0.808 -3.006  0.462
H -0.540 -1.989 -1.662  0.260
H -1.388 0.857 -0.942  0.427
H 1.490 -0.318 -1.112  0.395
H 0.823 0.879 -2.274  0.321
H 0.416 2.218 0.268  0.314
H 1.581 2.581 -1.016  0.411
H 2.181 0.401 1.046  -0.078
H 2.769 2.093 1.292  0.374
H -1.191 1.181 1.169  0.260
H -2.145 -0.206 1.738  0.372
H 0.663 0.615 2.667  0.168
H -0.728 -0.253 3.501  0.417
H 0.954 -1.760 3.263  0.245
H 1.272 -1.444 1.708  0.253

=====

[3]
C3H6IN2O | wB97M-V/def2-TZVPD

Computed properties:
E_HOMO = -14.079 eV
Relative energy (zero: lowest compared OMol25 entry of this formula, charge and spin) = 134.1 kJ/mol
Multiplicity = 1
Net charge = +1

Last column: Mulliken charge in e.
Positions of all 13 atoms, in Å:
N 0.037 -1.418 0.707  -0.295
C 0.461 -0.237 -0.045  0.117
I 2.500 -0.690 -0.672  0.247
C -0.512 0.348 -1.141  -0.616
N -0.544 1.622 -0.328  -0.031
C 0.221 1.139 0.662  0.253
O 0.504 1.355 1.799  -0.515
H 0.338 -1.041 1.649  0.403
H 0.365 -2.336 0.405  0.347
H -0.938 -1.531 0.627  0.310
H -0.128 0.459 -2.194  0.273
H -1.387 -0.198 -1.115  0.303
H -0.917 2.529 -0.351  0.204

=====

[4]
C13H11AsBF4N2O2PtS4 | wB97M-V/def2-TZVPD

Computed properties:
E_HOMO (alpha / beta) = -4.747 / -3.061 eV
Multiplicity = 1
Net charge = -1

Last column: Mulliken charge in e.
Positions of all 39 atoms, in Å:
Pt 0.261 -0.400 -1.590  2.855
O -4.238 -0.383 5.116  -0.495
C -4.346 -0.412 3.773  0.660
O -5.436 -0.440 3.223  -0.572
C -3.066 -0.404 2.998  1.064
C -3.172 -0.394 1.602  -0.815
C -2.025 -0.392 0.801  -0.267
C -0.743 -0.400 1.358  1.199
C -0.640 -0.410 2.751  -1.185
C -1.786 -0.414 3.568  -1.119
N 0.319 -0.400 0.445  -0.365
C 1.565 -0.398 0.783  -0.178
C 2.652 -0.399 -0.228  0.508
C 3.973 -0.399 0.202  -0.849
C 4.975 -0.399 -0.765  -0.312
C 4.625 -0.400 -2.111  -0.772
C 3.279 -0.400 -2.443  0.121
N 2.284 -0.400 -1.532  -0.240
H -3.348 -0.334 5.495  0.287
H -4.149 -0.390 1.121  0.511
H -2.130 -0.387 -0.283  0.247
H 0.328 -0.419 3.240  0.208
H -1.621 -0.431 4.638  0.100
H 1.900 -0.396 1.832  0.129
H 4.228 -0.398 1.255  0.387
H 6.022 -0.399 -0.472  0.404
H 5.383 -0.400 -2.887  0.385
H 2.956 -0.401 -3.480  0.310
S -2.647 -1.973 -4.499  -0.415
As -2.006 -0.345 -3.857  0.494
S 0.198 -0.400 -3.996  -0.461
S -2.145 -0.400 -1.653  -0.340
S -3.015 1.411 -4.867  -0.466
F 1.229 3.489 -2.560  -0.409
B 0.261 3.005 -1.590  -0.263
F -1.063 3.489 -1.944  -0.388
F 0.617 3.489 -0.266  -0.422
F 0.261 1.551 -1.590  -0.516
H 0.261 -2.117 -1.590  -0.018

=====

[5]
C20H15Cl2N7O4Ru | wB97M-V/def2-TZVPD

Computed properties:
E_HOMO (alpha / beta) = -11.685 / -11.618 eV
Relative energy (zero: lowest compared OMol25 entry of this formula, charge and spin) = 83.0 kJ/mol
Multiplicity = 2
Net charge = +1

Last column: Mulliken charge in e.
Positions of all 49 atoms, in Å:
Ru 0.038 -0.174 -0.382  -0.440
O 2.771 -3.254 -0.266  -0.605
C 2.172 -2.211 -0.323  0.114
N 0.806 -2.030 -0.419  0.290
C -0.054 -3.112 -0.425  0.329
O 0.218 -4.277 -0.292  -0.612
C -1.466 -2.661 -0.660  0.234
C -2.486 -3.587 -0.732  -0.723
C -3.763 -3.149 -1.034  -0.303
C -3.953 -1.799 -1.280  -1.011
C -2.880 -0.933 -1.174  0.162
N -1.653 -1.345 -0.851  0.506
C 2.902 -0.897 -0.248  0.424
C 4.282 -0.899 -0.243  -0.808
C 4.951 0.307 -0.118  -0.354
C 4.199 1.459 0.024  -0.951
C 2.817 1.381 0.003  -0.392
N 2.165 0.223 -0.147  0.505
H -2.236 -4.626 -0.564  0.540
H -4.590 -3.843 -1.096  0.452
H -4.921 -1.405 -1.554  0.436
H -3.005 0.116 -1.380  0.347
H 4.783 -1.853 -0.333  0.575
H 6.032 0.345 -0.122  0.452
H 4.664 2.427 0.141  0.445
H 2.215 2.269 0.101  0.748
N -0.387 0.460 3.686  -0.151
C 0.510 -0.567 3.858  -0.881
C 0.783 -1.048 2.614  -0.433
N 0.059 -0.330 1.698  0.846
C -0.634 0.575 2.367  -0.017
C -1.473 1.479 1.613  -0.043
N -1.651 1.232 0.330  0.609
C -2.453 2.233 -0.149  -0.304
C -2.762 3.088 0.863  -1.003
N -2.130 2.598 1.980  -0.153
H -0.803 1.000 4.426  0.178
H 0.863 -0.860 4.830  0.415
H 1.430 -1.858 2.326  0.510
H -2.739 2.304 -1.185  0.573
H -3.360 3.981 0.892  0.439
H -2.146 3.023 2.892  0.179
Cl 2.168 2.980 -3.509  -0.148
C 0.440 2.634 -3.333  0.015
Cl -0.515 4.106 -3.126  -0.146
C 0.271 1.721 -2.127  0.846
O 0.410 2.143 -0.967  -0.501
O 0.009 0.503 -2.373  -0.541
H 0.104 2.132 -4.232  0.352

=====

[6]
CH9N2O | wB97M-V/def2-TZVPD

Computed properties:
E_HOMO = -15.213 eV
Relative energy (zero: lowest compared OMol25 entry of this formula, charge and spin) = 44.0 kJ/mol
Multiplicity = 1
Net charge = +1

Last column: Mulliken charge in e.
Positions of all 13 atoms, in Å:
N 2.127 -1.280 -0.701  -0.891
H 2.871 -0.950 -0.111  0.271
H 2.344 -1.052 -1.659  0.240
H 0.854 -0.590 0.294  0.375
H 1.744 -2.206 -0.623  0.273
N 0.023 -0.098 0.770  -0.179
C -1.014 0.284 -0.243  -0.307
O -1.575 1.464 0.262  -0.492
H -0.424 -0.662 1.488  0.369
H 0.278 0.762 1.187  0.350
H -1.712 -0.530 -0.409  0.373
H -0.508 0.525 -1.179  0.276
H -2.518 1.466 0.061  0.342

=====

no.,maximum force (Eh/bohr),E_tot (eV)
1,0.0125,-64816.48590
2,0.0383,-24647.04043
3,0.0742,-16328.32115
4,0.1585,-139711.70469
5,0.0111,-67228.41350
6,0.0353,-6204.16180